1.
Density functional theory data (ωB97M-V/def2-TZVPD) for a single C4H6N2 molecule.

Geometry as ORCA input:
```
! wB97M-V def2-TZVPD RIJCOSX def2/J DEFGRID3
* xyz 0 1
C 1.29774 -0.41500 0.65230
C -0.12339 0.20360 -0.92280
C -1.12148 -0.72092 -0.44660
N -0.24098 -0.29024 0.67490
C -0.41793 1.58158 -0.98643
N -0.54812 2.72872 -1.14798
H 1.93117 0.39347 0.22128
H 1.58159 -1.32247 0.11155
H 1.51294 -0.48985 1.70259
H -2.14532 -0.36134 -0.32365
H -1.04605 -1.77801 -0.68770
H -0.69615 0.43100 1.24553
*
```

## Properties
Kohn-Sham gap	8.847	eV
energy relative to the best compared isomer or geometry (same formula, charge and spin)	4.8303	eV
HOMO	-8.2	eV

These are the natural (NBO) partial charges, in e, on atoms 1 to 6: -0.381 -0.210 -0.235 -0.458 0.175 -0.357

---

2.
Density functional theory data (ωB97M-V/def2-TZVPD) for a molecular structure, C22H36F6N2PSSi2W.

Geometry as ORCA input:
```
! wB97M-V def2-TZVPD RIJCOSX def2/J DEFGRID3
* xyz -1 3
W 0.05381 0.30699 0.03698
C -2.95274 -1.36635 0.32248
C -1.89239 -1.21350 -0.59871
C -0.77035 -1.94610 -0.07467
C -1.17365 -2.46926 1.17980
C -2.50466 -2.11539 1.41678
H -3.94760 -0.96287 0.19687
H -2.04590 -0.93484 -1.62713
H 0.00216 -2.39464 -0.66785
H -0.55004 -3.07308 1.82516
H -3.07416 -2.34614 2.30848
C 2.28111 -0.21172 -4.23115
Si 1.38634 -1.19890 -2.91252
C -0.34266 -1.58779 -3.49758
C 2.17369 -2.91053 -2.90200
N 1.45585 -0.52665 -1.28854
C 2.61039 -0.87455 -0.55473
C 3.87547 -1.06692 -1.11404
C 4.91058 -1.66169 -0.39971
C 4.67599 -2.09043 0.89690
C 3.45728 -1.80476 1.50316
C 2.45756 -1.09534 0.83277
N 1.32034 -0.56602 1.46443
Si 1.52206 -0.22774 3.17880
C 1.35174 -1.81158 4.17953
C 3.19196 0.54732 3.55698
C 0.36075 0.98293 3.99703
H 1.58683 0.04551 -5.03600
H 3.09635 -0.81371 -4.65059
H 2.69713 0.72529 -3.85037
H -0.25080 -1.84683 -4.56109
H -1.04825 -0.76410 -3.42552
H -0.75073 -2.45591 -2.97045
H 1.93007 -3.40172 -3.85287
H 1.77687 -3.53087 -2.08882
H 3.26209 -2.88854 -2.79946
H 4.03658 -0.76118 -2.14464
H 5.87708 -1.80737 -0.86776
H 5.44120 -2.61814 1.45257
H 3.28818 -2.11328 2.52930
H 2.32553 -2.26089 4.40924
H 0.75185 -2.55691 3.64782
H 0.85319 -1.59139 5.13081
H 4.02258 0.13468 2.98249
H 3.40965 0.41506 4.62436
H 3.14662 1.62287 3.35151
H -0.67360 0.64018 4.07093
H 0.37202 1.96815 3.52441
H 0.75697 1.09593 5.01585
S 1.94766 3.15846 0.82227
C 1.11061 1.94975 0.42580
C -2.92678 2.74298 0.00777
C -2.88151 1.72661 1.14024
C -3.42902 2.35564 2.42286
C -1.47510 1.16176 1.42337
H -3.93425 3.16196 -0.09948
H -2.65187 2.29075 -0.94063
H -2.23416 3.56849 0.19901
H -3.54479 0.90687 0.87788
H -2.83175 3.23158 2.70588
H -3.39979 1.64496 3.25748
H -4.46696 2.68259 2.28957
H -1.61296 0.33682 2.13340
H -0.98380 1.95453 1.98880
F -0.74044 1.15319 -1.90872
P -0.29435 2.58172 -2.91796
F -1.86648 2.76701 -3.12353
F 1.23589 2.24954 -2.61673
F -0.25365 1.56506 -4.15087
F 0.07225 3.83859 -3.82627
F -0.35304 3.46223 -1.58710
*
```

## Properties
Kohn-Sham gap (alpha / beta)	5.853 / 5.373	eV
energy relative to the best compared isomer or geometry (same formula, charge and spin)	4.7442	eV
HOMO (alpha / beta)	-4.3 / -4.3	eV

These are the Mulliken partial charges, in e, on atoms 1 to 6: 1.135 -1.257 -0.392 0.392 -0.962 -1.118

---

3.
Density functional theory data (ωB97M-V/def2-TZVPD) for a molecular structure, C4H10O2.

Geometry as ORCA input:
```
! wB97M-V def2-TZVPD RIJCOSX def2/J DEFGRID3
* xyz 0 1
C -1.30717 1.79941 -0.16634
O -0.70128 0.74542 0.61062
C 0.40850 -0.35955 -0.21396
C 1.89520 -0.20419 0.07843
C -0.20959 -1.66118 0.20515
O -1.56505 -1.42210 0.27918
H -0.66348 2.68510 -0.14754
H -1.45091 1.48223 -1.20552
H -2.30222 2.11524 0.21106
H 0.10189 -0.09757 -1.22505
H 1.97148 0.74592 0.60044
H 2.53914 -0.15597 -0.81890
H 2.28907 -0.99874 0.73737
H 0.20615 -2.28350 -0.62615
H 0.25357 -2.08362 1.12484
H -1.46530 -0.30690 0.55636
*
```

## Properties
Kohn-Sham gap	10.226	eV
energy relative to the best compared isomer or geometry (same formula, charge and spin)	3.0656	eV
HOMO	-9.3	eV

These are the natural (NBO) partial charges, in e, on atoms 1 to 6: -0.256 -0.620 0.168 -0.679 -0.102 -0.775

---

4.
Density functional theory data (ωB97M-V/def2-TZVPD) for a gas-phase ion, C4H12N2O2P (charge -1).

Geometry as ORCA input:
```
! wB97M-V def2-TZVPD RIJCOSX def2/J DEFGRID3
* xyz -1 1
C 1.56352 0.09033 1.03264
N 0.17212 -0.16386 1.32648
C -0.09728 -1.03929 2.37301
P -0.57752 -0.88131 -0.13290
O -2.32717 -0.87977 -0.05190
O 0.05685 -2.13221 -0.52550
N -0.05632 0.39113 -1.18802
C -0.42394 0.25093 -2.60547
C -0.41016 1.68067 -0.67628
H 1.68683 0.52028 0.07620
H 1.90581 0.78799 1.81018
H 2.05172 -0.91391 1.17054
H -1.02498 -1.60125 2.06959
H 0.79317 -1.81140 2.36279
H -0.01620 -0.60331 3.40731
H 0.16965 0.89901 -3.33048
H -0.28609 -0.88044 -2.88604
H -1.54010 0.36381 -2.80944
H 0.59614 2.28357 -0.44977
H -1.25546 2.21423 -1.26572
H -0.98059 1.42481 0.29277
*
```

## Properties
structure (SMILES)	CN(C)P(=O)([O-])N(C)C
Kohn-Sham gap	8.142	eV
energy relative to the best compared isomer or geometry (same formula, charge and spin)	2.3114	eV
HOMO	-4.3	eV

These are the natural (NBO) partial charges, in e, on atoms 1 to 6: -0.423 -0.760 -0.415 2.324 -1.162 -1.163